1.
Formula: C18H22N2O4S
Source: the Open Molecules 2025 dataset
Level of theory: wB97M-V/def2-TZVPD

Last columns: bonded neighbours and bond lengths (Å).
Cartesian coordinates (Å):
1 C -2.05 -0.95 1.91  C2 1.528, H26 1.088, H27 1.087, H28 1.088
2 C -1.05 -1.12 0.76  C1 1.528, C3 1.537, C15 1.550, H29 1.094
3 C -0.24 0.18 0.63  C2 1.537, O4 1.216, N5 1.352
4 O -0.66 1.22 1.10  C3 1.216
5 N 0.93 0.13 -0.05  C3 1.352, C6 1.442, C10 1.450
6 C 1.62 -1.03 -0.56  N5 1.442, C7 1.531, H30 1.087, H31 1.096
7 C 2.95 -1.21 0.18  C6 1.531, C8 1.536, H32 1.090, H33 1.090
8 C 3.82 0.05 0.05  C7 1.536, C9 1.536, O11 1.418, O14 1.419
9 C 3.02 1.27 0.53  C8 1.536, C10 1.526, H34 1.090, H35 1.090
10 C 1.69 1.35 -0.22  N5 1.450, C9 1.526, H36 1.091, H37 1.095
11 O 4.21 0.19 -1.31  C8 1.418, C12 1.409
12 C 5.59 0.47 -1.34  O11 1.409, C13 1.530, H38 1.090, H39 1.098
13 C 6.10 -0.19 -0.06  C12 1.530, O14 1.411, H40 1.090, H41 1.098
14 O 5.00 -0.07 0.82  C8 1.419, C13 1.411
15 C -1.71 -1.44 -0.60  C2 1.550, S16 1.827, C24 1.520, H42 1.093
16 S -1.97 0.02 -1.66  C15 1.827, C17 1.761
17 C -3.38 0.71 -0.86  S16 1.761, C18 1.386, C22 1.395
18 C -3.58 2.08 -0.85  C17 1.386, C19 1.382, H43 1.078
19 C -4.71 2.61 -0.26  C18 1.382, C20 1.386, H44 1.079
20 C -5.65 1.77 0.32  C19 1.386, C21 1.383, H45 1.079
21 C -5.45 0.40 0.31  C20 1.383, C22 1.390, H46 1.081
22 C -4.31 -0.14 -0.28  C17 1.395, C21 1.390, N23 1.395
23 N -4.14 -1.53 -0.30  C22 1.395, C24 1.355, H47 1.013
24 C -3.00 -2.23 -0.45  C15 1.520, N23 1.355, O25 1.213
25 O -3.00 -3.45 -0.45  C24 1.213
26 H -1.49 -0.79 2.83  C1 1.088
27 H -2.68 -0.09 1.75  C1 1.087
28 H -2.65 -1.85 2.03  C1 1.088
29 H -0.39 -1.95 1.02  C2 1.094
30 H 1.02 -1.93 -0.46  C6 1.087
31 H 1.84 -0.86 -1.62  C6 1.096
32 H 3.49 -2.07 -0.23  C7 1.090
33 H 2.77 -1.39 1.25  C7 1.090
34 H 2.85 1.16 1.60  C9 1.090
35 H 3.60 2.17 0.35  C9 1.090
36 H 1.09 2.18 0.16  C10 1.091
37 H 1.88 1.49 -1.29  C10 1.095
38 H 6.01 0.05 -2.25  C12 1.090
39 H 5.76 1.56 -1.31  C12 1.098
40 H 6.96 0.31 0.39  C13 1.090
41 H 6.33 -1.25 -0.23  C13 1.098
42 H -1.03 -2.06 -1.19  C15 1.093
43 H -2.83 2.72 -1.30  C18 1.078
44 H -4.86 3.68 -0.25  C19 1.079
45 H -6.53 2.18 0.77  C20 1.079
46 H -6.18 -0.26 0.75  C21 1.081
47 H -4.97 -2.09 -0.11  N23 1.013

Results
* orbital gap: 8.90 eV
* molar mass: 362.45 g mol⁻¹
* E_HOMO: -8.2 eV
* electronic energy: -41029.686 eV



2.
Formula: C8H30O8
Source: the Open Molecules 2025 dataset
Level of theory: wB97M-V/def2-TZVPD

Last columns: bonded neighbours and bond lengths (Å).
Cartesian coordinates (Å):
1 C 22.83 -16.96 7.98  O2 1.380, H3 1.100, H4 1.116, H5 1.112
2 O 22.34 -16.27 6.89  C1 1.380
3 H 22.12 -16.96 8.82  C1 1.100
4 H 23.09 -18.01 7.70  C1 1.116
5 H 23.80 -16.53 8.32  C1 1.112
6 C 20.64 -14.35 11.04  O7 1.366, H8 1.116, H9 1.118, H10 1.121
7 O 21.15 -13.65 9.98  C6 1.366
8 H 19.69 -13.86 11.36  C6 1.116
9 H 20.45 -15.41 10.75  C6 1.118
10 H 21.30 -14.44 11.94  C6 1.121
11 C 24.57 -20.51 9.71  O12 1.423, H13 1.096, H14 1.091, H15 1.087
12 O 23.67 -20.72 10.79  C11 1.423, H16 0.958
13 H 24.58 -21.39 9.06  C11 1.096
14 H 24.28 -19.64 9.12  C11 1.091
15 H 25.58 -20.40 10.10  C11 1.087
16 H 22.83 -21.02 10.44  O12 0.958
17 C 26.61 -15.24 8.41  O18 1.401, H19 1.095, H20 1.096, H21 1.096
18 O 25.94 -15.05 7.20  C17 1.401, H22 0.968
19 H 25.98 -14.97 9.26  C17 1.095
20 H 27.06 -16.24 8.49  C17 1.096
21 H 27.45 -14.54 8.49  C17 1.096
22 H 25.10 -15.55 7.21  O18 0.968
23 C 24.18 -12.66 8.44  O24 1.441, H25 1.092, H26 1.086, H27 1.096
24 O 23.42 -11.88 7.50  C23 1.441, H28 0.960
25 H 23.95 -12.36 9.46  C23 1.092
26 H 23.91 -13.71 8.31  C23 1.086
27 H 25.25 -12.55 8.20  C23 1.096
28 H 23.96 -11.10 7.35  O24 0.960
29 C 24.41 -17.60 4.29  O30 1.400, H31 1.097, H32 1.099, H33 1.093
30 O 23.29 -16.77 4.18  C29 1.400, H34 0.989
31 H 24.65 -18.04 3.32  C29 1.097
32 H 25.31 -17.01 4.52  C29 1.099
33 H 24.28 -18.41 5.01  C29 1.093
34 H 23.07 -16.50 5.10  O30 0.989
35 C 20.50 -18.60 11.03  O36 1.428, H37 1.089, H38 1.094, H39 1.093
36 O 19.77 -19.83 10.95  C35 1.428, H40 0.959
37 H 20.12 -17.86 11.72  C35 1.089
38 H 21.55 -18.73 11.31  C35 1.094
39 H 20.53 -18.09 10.07  C35 1.093
40 H 20.34 -20.42 10.45  O36 0.959
41 C 20.93 -19.26 6.00  O42 1.412, H43 1.095, H44 1.097, H45 1.094
42 O 21.06 -18.11 5.18  C41 1.412, H46 0.999
43 H 20.54 -20.09 5.40  C41 1.095
44 H 21.93 -19.57 6.32  C41 1.097
45 H 20.27 -19.10 6.85  C41 1.094
46 H 21.40 -17.41 5.80  O42 0.999

Results
* orbital gap: 3.77 eV
* molar mass: 254.32 g mol⁻¹
* E_HOMO: 0.6 eV
* electronic energy: -25156.300 eV
* total charge: -2



- What is the electronic energy in the first record?
  -41029.686 eV



- Which formula does entry 1 have?
  C18H22N2O4S



- E_HOMO of number 1 (C18H22N2O4S)?
  -8.2 eV



- orbital gap of number 1 (C18H22N2O4S)?
  8.90 eV